[1]
C22H59N5O7V as an isolated structure at a distorted geometry. Source: OMol25; level of theory: wB97M-V/def2-TZVPD.

Properties
- DFT total energy (a.u.) = -2617.488503
- energy above the lowest of the compared OMol25 structures with the same formula, charge and spin (kJ/mol) = 0.00
- HOMO-LUMO gap (spin up / spin down) (eV) = 6.67 / 7.15
- net charge = +2
- spin multiplicity = 2
- E_LUMO (spin up / spin down) (eV) = -6.00 / -5.52
- E_HOMO (spin up / spin down) (eV) = -12.67 / -12.67

Cartesian coordinates (Å):
O (0.250, -0.776, 0.398)
V (1.667, -0.228, 0.605)
C (-2.883, 2.484, -5.081)
O (-2.517, 2.135, -3.775)
C (-3.545, 2.241, -2.774)
C (-4.570, 1.126, -2.996)
N (-3.987, -0.190, -2.731)
C (-3.640, -0.441, -1.311)
C (-3.153, -1.886, -1.171)
O (-1.755, -1.954, -1.013)
C (-1.295, -3.258, -0.827)
H (-2.062, 2.934, -5.638)
H (-3.731, 3.175, -5.138)
H (-3.210, 1.614, -5.662)
H (-3.968, 3.244, -2.862)
H (-3.083, 2.096, -1.800)
H (-4.991, 1.113, -4.001)
H (-5.450, 1.359, -2.387)
H (-3.137, -0.246, -3.283)
H (-4.609, -0.309, -0.835)
H (-2.831, 0.221, -0.986)
H (-3.390, -2.423, -2.097)
H (-3.760, -2.413, -0.425)
H (-1.752, -3.653, 0.091)
H (-0.210, -3.342, -0.748)
H (-1.541, -3.990, -1.608)
C (1.575, 1.304, 4.886)
C (1.585, 1.387, 3.354)
C (2.980, 1.750, 2.872)
O (3.281, 1.374, 1.521)
C (4.395, 2.071, 1.014)
N (1.287, 0.054, 2.733)
H (0.603, 1.211, 5.373)
H (2.128, 2.084, 5.406)
H (2.023, 0.345, 5.179)
H (0.795, 2.061, 3.028)
H (3.810, 1.286, 3.422)
H (3.116, 2.817, 3.079)
H (5.276, 1.763, 1.597)
H (4.394, 3.157, 1.142)
H (4.627, 1.826, -0.021)
H (0.375, -0.285, 3.076)
H (1.941, -0.425, 3.365)
C (0.203, 3.167, -1.959)
C (0.447, 1.729, -1.585)
C (0.519, 0.861, -2.863)
O (0.858, -0.471, -2.582)
C (1.268, -1.203, -3.763)
N (1.723, 1.548, -0.793)
H (1.008, 3.546, -2.593)
H (0.159, 3.865, -1.113)
H (-0.812, 3.288, -2.342)
H (-0.361, 1.401, -0.928)
H (1.173, 1.348, -3.593)
H (-0.526, 0.900, -3.189)
H (2.259, -0.785, -3.957)
H (0.545, -1.034, -4.559)
H (1.318, -2.261, -3.526)
H (2.522, 1.727, -1.403)
H (1.727, 2.434, -0.277)
C (4.714, -2.748, -1.337)
C (3.323, -2.301, -0.865)
C (2.845, -3.190, 0.298)
O (1.795, -2.576, 1.069)
C (1.375, -3.473, 2.097)
N (3.400, -0.854, -0.483)
H (5.044, -2.111, -2.159)
H (4.775, -3.792, -1.641)
H (5.500, -2.656, -0.580)
H (2.650, -2.379, -1.711)
H (3.724, -3.471, 0.890)
H (2.430, -4.143, -0.041)
H (0.677, -4.181, 1.653)
H (0.831, -2.906, 2.860)
H (2.124, -3.941, 2.740)
H (3.885, -0.314, -1.196)
H (4.134, -0.863, 0.239)
C (-3.546, -1.511, 3.017)
C (-2.156, -0.927, 2.742)
C (-2.398, 0.579, 2.576)
O (-1.314, 1.189, 1.867)
C (-1.451, 2.578, 1.724)
N (-1.259, -1.035, 3.917)
H (-4.290, -0.898, 3.520)
H (-3.447, -2.466, 3.530)
H (-3.885, -1.600, 1.977)
H (-1.633, -1.320, 1.872)
H (-2.540, 1.092, 3.534)
H (-3.293, 0.783, 1.979)
H (-0.485, 3.072, 1.563)
H (-1.907, 3.046, 2.600)
H (-1.981, 2.942, 0.834)
H (-1.290, -0.223, 4.515)
H (-1.415, -1.875, 4.455)

[2]
C22H60F3NaO11S9 as an isolated structure at a distorted geometry. Source: OMol25; level of theory: wB97M-V/def2-TZVPD.

Properties
- DFT total energy (a.u.) = -5747.111437
- energy above the lowest of the compared OMol25 structures with the same formula, charge and spin (kJ/mol) = 208.58
- HOMO-LUMO gap (eV) = 5.95
- net charge = 0
- spin multiplicity = 1
- E_LUMO (eV) = -2.38
- E_HOMO (eV) = -8.33

Cartesian coordinates (Å):
Na (19.843, -24.242, -13.472)
C (16.080, -24.236, -13.423)
O (15.503, -23.036, -12.964)
O (17.412, -24.277, -13.263)
C (15.298, -25.366, -12.697)
F (16.096, -26.191, -11.968)
F (14.385, -24.909, -11.823)
F (14.665, -26.186, -13.554)
C (15.583, -21.958, -13.855)
C (14.717, -20.821, -13.347)
H (15.052, -20.297, -12.450)
H (14.498, -20.070, -14.113)
H (13.725, -21.197, -13.069)
H (15.221, -22.181, -14.866)
H (16.626, -21.618, -13.903)
H (15.894, -24.414, -14.503)
C (12.453, -18.226, -8.400)
S (12.173, -17.712, -10.080)
O (13.422, -17.153, -10.697)
C (11.987, -19.379, -10.726)
H (13.127, -19.072, -8.254)
H (11.487, -18.465, -7.948)
H (12.849, -17.396, -7.810)
H (12.995, -19.684, -11.017)
H (11.271, -19.424, -11.538)
H (11.675, -20.117, -9.983)
C (11.858, -16.031, -14.087)
S (12.367, -17.783, -14.184)
O (11.214, -18.552, -13.613)
C (12.301, -18.224, -15.943)
H (12.708, -15.364, -14.241)
H (11.504, -15.955, -13.064)
H (11.157, -15.819, -14.893)
H (12.450, -17.349, -16.576)
H (11.273, -18.544, -16.126)
H (12.956, -19.066, -16.144)
C (10.588, -21.864, -14.218)
S (11.744, -23.167, -13.733)
O (10.964, -24.307, -13.164)
C (12.245, -23.654, -15.408)
H (9.882, -21.785, -13.396)
H (10.191, -21.998, -15.221)
H (11.157, -20.927, -14.249)
H (11.414, -23.785, -16.098)
H (12.741, -24.628, -15.366)
H (13.032, -22.979, -15.752)
C (18.251, -20.102, -16.402)
S (17.358, -21.564, -16.985)
O (17.344, -21.542, -18.467)
C (18.615, -22.760, -16.387)
H (17.761, -19.244, -16.858)
H (19.286, -20.079, -16.748)
H (18.186, -20.142, -15.316)
H (18.427, -23.775, -16.725)
H (18.541, -22.758, -15.293)
H (19.612, -22.388, -16.632)
C (11.946, -27.160, -14.104)
S (10.669, -28.285, -13.467)
O (10.570, -29.435, -14.412)
C (11.639, -28.750, -12.010)
H (11.512, -26.725, -15.006)
H (12.785, -27.765, -14.450)
H (12.168, -26.398, -13.369)
H (12.654, -29.011, -12.303)
H (11.155, -29.617, -11.552)
H (11.569, -27.975, -11.248)
C (12.157, -23.293, -10.255)
S (13.758, -22.742, -9.674)
O (13.367, -21.713, -8.634)
C (14.257, -24.220, -8.759)
H (11.638, -23.777, -9.424)
H (12.212, -24.068, -11.025)
H (11.529, -22.517, -10.682)
H (14.608, -24.961, -9.472)
H (13.424, -24.571, -8.151)
H (15.068, -23.936, -8.092)
C (19.624, -28.258, -10.191)
S (17.852, -28.190, -9.778)
O (17.711, -28.887, -8.473)
C (17.692, -26.420, -9.404)
H (19.926, -27.392, -10.792)
H (19.789, -29.087, -10.878)
H (20.267, -28.272, -9.315)
H (16.644, -26.364, -9.112)
H (17.818, -25.784, -10.284)
H (18.315, -25.968, -8.632)
C (18.057, -27.947, -13.839)
S (18.149, -28.555, -15.543)
O (17.097, -29.606, -15.704)
C (17.410, -27.062, -16.313)
H (18.657, -27.036, -13.782)
H (18.511, -28.734, -13.233)
H (17.056, -27.788, -13.461)
H (17.765, -26.133, -15.860)
H (16.333, -27.110, -16.177)
H (17.757, -27.091, -17.344)
C (15.608, -16.911, -13.136)
S (17.075, -16.018, -13.621)
O (17.937, -15.920, -12.399)
C (17.844, -17.294, -14.658)
H (15.804, -17.803, -12.535)
H (14.969, -17.259, -13.950)
H (15.006, -16.277, -12.484)
H (18.420, -16.848, -15.466)
H (17.143, -18.028, -15.056)
H (18.544, -17.820, -14.004)

> Which of these has the lowest spin multiplicity?

C22H60F3NaO11S9

> Which of these has the lowest net charge?

C22H60F3NaO11S9

> Which formula does entry 2 have?

C22H60F3NaO11S9

> Which of these has the lowest net charge?

C22H60F3NaO11S9